DFT (ωB97M-V/def2-TZVPD) results for a structure of composition C24H66Cu2N6O10S.

```
! wB97M-V def2-TZVPD RIJCOSX def2/J DEFGRID3
* xyz 0 1
Cu -1.287 3.685 -0.481
Cu 0.283 -1.253 2.108
S -0.024 1.359 0.936
O 0.911 0.884 1.932
O 0.573 1.883 -0.301
O -0.825 0.192 0.574
O -0.942 2.388 1.377
C 3.823 -4.139 2.332
C 2.449 -3.467 2.599
C 2.626 -2.431 3.745
O 1.283 -2.097 4.006
C 1.209 -0.967 4.853
N 1.946 -2.907 1.457
H 3.532 -4.960 1.675
H 4.140 -4.584 3.275
H 4.509 -3.483 1.796
H 1.844 -4.341 2.842
H 3.202 -1.608 3.323
H 3.086 -2.969 4.574
H 0.226 -0.880 5.317
H 1.499 -0.021 4.397
H 1.903 -1.116 5.680
H 2.578 -2.140 1.277
H 2.224 -3.469 0.665
C -4.020 1.119 2.251
C -3.512 1.869 3.466
C -2.371 1.031 4.241
O -2.763 -0.302 4.679
C -3.340 -0.297 5.987
N -2.983 3.055 2.839
H -4.366 0.194 2.712
H -3.305 0.845 1.475
H -4.961 1.497 1.854
H -4.292 2.136 4.180
H -1.862 1.547 5.055
H -1.494 0.858 3.617
H -2.583 -0.003 6.714
H -3.726 -1.300 6.168
H -4.200 0.372 5.977
H -2.577 3.529 3.632
H -2.210 2.716 2.283
C 1.079 4.161 -2.687
C -0.170 4.730 -3.409
C -0.035 4.727 -4.927
O 0.392 3.464 -5.352
C 1.105 3.357 -6.519
N -1.461 3.946 -3.001
H 1.203 3.096 -2.882
H 0.967 4.440 -1.639
H 2.069 4.486 -3.005
H -0.364 5.782 -3.202
H 0.689 5.431 -5.337
H -0.967 5.027 -5.405
H 0.589 3.765 -7.388
H 1.371 2.315 -6.699
H 1.956 4.032 -6.421
H -2.243 4.287 -3.541
H -1.230 3.036 -3.372
C 1.375 -0.147 -3.391
C 0.059 -0.730 -2.867
C -0.069 -2.019 -2.140
O 0.675 -3.105 -2.622
C -0.124 -4.027 -3.417
N -0.596 0.380 -2.278
H 1.252 0.746 -4.004
H 1.883 -0.966 -3.902
H 2.022 0.058 -2.538
H -0.548 -1.012 -3.727
H -1.087 -2.326 -1.900
H 0.320 -1.783 -1.150
H -0.795 -3.493 -4.090
H -0.752 -4.738 -2.881
H 0.519 -4.737 -3.937
H -1.101 0.093 -1.451
H 0.086 0.979 -1.834
C 3.795 1.652 -0.317
C 4.094 0.130 -0.232
C 5.260 -0.096 0.777
O 6.414 0.582 0.311
C 7.517 0.293 1.173
N 2.672 -0.411 0.067
H 4.639 2.259 -0.643
H 3.504 2.005 0.672
H 3.010 1.883 -1.038
H 4.396 -0.310 -1.183
H 5.433 -1.166 0.889
H 5.079 0.220 1.804
H 8.478 0.597 0.759
H 7.623 -0.703 1.604
H 7.393 1.076 1.921
H 2.164 0.115 0.764
H 2.108 -0.057 -0.692
C -4.813 -0.057 -0.859
C -3.956 -1.306 -1.177
C -4.564 -2.712 -0.821
O -4.678 -2.823 0.695
C -5.257 -4.085 1.077
N -3.594 -1.260 -2.561
H -4.985 -0.168 0.212
H -5.707 0.073 -1.469
H -4.333 0.921 -0.825
H -3.055 -1.156 -0.583
H -3.828 -3.493 -1.011
H -5.527 -2.988 -1.249
H -5.349 -4.150 2.161
H -4.626 -4.893 0.707
H -6.256 -4.256 0.676
H -4.362 -0.917 -3.120
H -2.963 -0.479 -2.670
*
```

Summary:
* E_HOMO: -8.03 eV
* orbital gap: 7.765 eV
* calculated total energy: -5713.855350 a.u.
* relative energy (zero: lowest compared OMol25 entry of this formula, charge and spin): 43.64 kcal/mol

Mulliken atomic charge list, values in e, 5 entries: 0.323 0.514 1.426 -0.672 -0.376

DFT (ωB97M-V/def2-TZVPD) results for a structure of composition C3H2CuO3.

```
! wB97M-V def2-TZVPD RIJCOSX def2/J DEFGRID3
* xyz 0 2
O -1.277 0.600 -1.443
C -1.154 0.180 -0.327
O -1.673 0.283 0.774
O 0.375 -0.502 0.038
C 1.411 0.129 -0.442
C 2.436 -0.259 -1.187
H 3.189 0.461 -1.510
H 2.737 -1.315 -1.206
Cu -0.101 -0.447 2.155
*
```

Summary:
* E_HOMO (alpha / beta): -8.08 / -8.93 eV
* orbital gap (alpha / beta): 6.208 / 7.015 eV
* calculated total energy: -1981.573219 a.u.
* relative energy (zero: lowest compared OMol25 entry of this formula, charge and spin): 37.23 kcal/mol

Mulliken atomic charge list, values in e, 5 entries: -0.453 0.837 -0.609 -0.499 0.171

DFT (ωB97M-V/def2-TZVPD) results for a cluster of 2 separate species, C6H13NOS in total.

```
! wB97M-V def2-TZVPD RIJCOSX def2/J DEFGRID3
* xyz 0 1
C -2.168 0.916 -0.296
C -2.814 0.587 0.967
C -3.528 0.335 -0.279
C 3.049 -0.255 0.350
C 0.774 -1.279 0.320
C 1.532 -0.006 -0.137
N 1.025 1.092 0.676
O -1.823 -2.136 -0.043
S -0.845 -1.168 -0.655
H -2.470 -0.238 1.561
H -2.999 1.361 1.772
H -4.315 1.178 -0.458
H -3.799 -0.655 -0.666
H 3.642 0.636 0.314
H 3.463 -1.099 -0.172
H 2.891 -0.415 1.343
H 0.803 -1.373 1.345
H 1.323 -2.098 -0.174
H 1.399 0.386 -1.239
H 1.439 1.996 0.397
H 0.051 1.141 0.663
H -0.440 -2.045 -1.679
*
```

Summary:
* E_HOMO: -8.34 eV
* orbital gap: 7.985 eV
* calculated total energy: -764.322762 a.u.
* relative energy (zero: lowest compared OMol25 entry of this formula, charge and spin): 184.83 kcal/mol

Mulliken atomic charge list, values in e, 5 entries: -0.423 -0.273 -0.336 -1.374 -0.968

DFT (ωB97M-V/def2-TZVPD) results for a structure of composition C36H39N2OPS4Se2V.

```
! wB97M-V def2-TZVPD RIJCOSX def2/J DEFGRID3
* xyz 2 2
V -0.711 0.765 -0.836
C 0.707 0.412 -4.697
C 1.605 1.428 -3.997
S 1.511 1.380 -2.180
C 1.753 3.140 -1.816
C 1.551 3.467 -0.344
S 0.006 2.908 0.424
C -1.194 4.200 0.026
C -1.482 4.375 -1.454
S -1.887 2.781 -2.216
C -1.431 3.140 -3.936
C -1.684 1.941 -4.841
S -1.039 0.365 -4.245
H 1.061 -0.603 -4.507
H 0.799 0.563 -5.774
H 1.362 2.440 -4.317
H 2.638 1.244 -4.293
H 1.081 3.726 -2.443
H 2.774 3.407 -2.091
H 1.618 4.546 -0.198
H 2.343 3.019 0.257
H -0.867 5.146 0.459
H -2.096 3.897 0.564
H -0.622 4.806 -1.967
H -2.317 5.063 -1.585
H -0.388 3.450 -3.963
H -2.036 3.984 -4.269
H -1.297 2.154 -5.839
H -2.757 1.784 -4.954
Se -3.577 -2.106 -1.377
Se -3.829 0.152 -1.813
C -3.648 0.735 0.013
C -4.777 1.004 0.767
C -4.623 1.317 2.111
C -3.343 1.331 2.643
C -2.271 1.073 1.809
N -2.405 0.801 0.505
C -1.727 -2.381 -1.831
C -1.477 -3.664 -2.318
C -0.187 -4.021 -2.652
C 0.817 -3.078 -2.488
C 0.476 -1.838 -1.993
N -0.775 -1.462 -1.668
H -5.755 0.948 0.310
H -5.486 1.529 2.727
H -3.163 1.541 3.689
H -1.259 1.095 2.189
H -2.296 -4.357 -2.455
H 0.025 -5.008 -3.041
H 1.851 -3.291 -2.720
H 1.243 -1.100 -1.822
O 0.497 -0.043 0.564
P 1.004 -1.000 1.634
C 2.169 -0.200 2.728
C 3.126 -0.969 3.391
C 3.972 -0.377 4.314
C 3.870 0.982 4.578
C 2.920 1.752 3.920
C 2.066 1.162 3.000
C -0.373 -1.585 2.621
C -1.494 -2.089 1.958
C -2.602 -2.504 2.675
C -2.597 -2.419 4.063
C -1.485 -1.921 4.728
C -0.372 -1.505 4.011
C 1.850 -2.392 0.896
C 1.386 -3.697 1.025
C 2.081 -4.741 0.428
C 3.238 -4.483 -0.291
C 3.706 -3.178 -0.421
C 3.016 -2.136 0.172
H 3.217 -2.030 3.186
H 4.714 -0.976 4.827
H 4.535 1.443 5.297
H 2.840 2.811 4.129
H 1.315 1.766 2.506
H -1.507 -2.141 0.875
H -3.467 -2.891 2.152
H -3.461 -2.746 4.628
H -1.481 -1.859 5.808
H 0.488 -1.113 4.541
H 0.494 -3.911 1.603
H 1.725 -5.757 0.539
H 3.787 -5.299 -0.744
H 4.618 -2.981 -0.970
H 3.394 -1.122 0.081
*
```

Summary:
* E_HOMO (alpha / beta): -12.45 / -11.94 eV
* orbital gap (alpha / beta): 7.338 / 6.855 eV
* calculated total energy: -9260.594918 a.u.

Mulliken atomic charge list, values in e, 5 entries: -0.876 -0.923 -1.148 0.486 -0.815